Version P
{
  "formula": "C4H8FNO",
  "method": "ωB97M-V/def2-TZVPD",
  "symbols": ["F", "O", "N", "C", "C", "C", "C", "H", "H", "H", "H", "H", "H", "H", "H"],
  "xyz": [[-1.412, -0.515, 1.297], [0.528, -1.186, 0.378], [-1.700, -1.657, -0.880], [-0.654, -0.575, 0.163], [1.382, -0.164, 0.892], [-0.414, 0.823, -0.391], [1.008, 1.119, 0.123], [-2.379, -1.002, -1.256], [1.695, 1.281, -0.706], [-0.459, 0.828, -1.478], [-1.061, -1.916, -1.624], [-1.163, 1.509, -0.001], [2.411, -0.487, 0.745], [1.186, -0.046, 1.965], [1.033, 1.989, 0.774]],
  "mulliken_charge": [-0.32, -0.40, -0.69, 0.80, -0.51, -0.69, -0.37, 0.25, 0.26, 0.23, 0.24, 0.33, 0.33, 0.28, 0.28],
  "smiles": "N[C@]1(F)CCCO1",
  "e_lumo_ev": 0.922,
  "orbital_gap_ev": 10.669,
  "homo_ev": -9.75
}

Version Q
{
  "formula": "C4H8FNO",
  "method": "ωB97M-V/def2-TZVPD",
  "symbols": ["F", "O", "N", "C", "C", "C", "C", "H", "H", "H", "H", "H", "H", "H", "H"],
  "xyz": [[0.454, -1.341, -1.200], [2.211, 0.522, -0.739], [2.086, 0.184, 0.484], [-0.061, -1.207, 0.143], [-1.256, -0.219, 0.097], [-0.867, 1.227, -0.269], [1.151, -0.586, 0.874], [-2.076, -0.449, -0.559], [1.177, -0.752, 1.975], [-1.769, 1.878, -0.161], [-0.001, 1.639, 0.370], [-1.704, -0.259, 1.171], [-0.256, -2.296, 0.418], [1.466, 0.197, -1.219], [-0.554, 1.461, -1.385]],
  "mulliken_charge": [-0.37, -0.25, -0.35, 0.07, -0.27, -1.14, -0.24, 0.36, 0.36, 0.36, 0.34, 0.28, 0.28, 0.34, 0.23],
  "smiles": "CC[C@@H](F)/C=N\\O",
  "e_lumo_ev": 0.845,
  "orbital_gap_ev": 10.636,
  "homo_ev": -9.79
}

Each structure's energy above the most stable one, in eV: version P 0.000; version Q 1.786.

Version P
{
  "formula": "C3H4N2S2",
  "method": "ωB97M-V/def2-TZVPD",
  "symbols": ["S", "S", "N", "N", "C", "C", "C", "H", "H", "H", "H"],
  "xyz": [[0.258, -1.960, 0.237], [-2.741, 0.206, -0.258], [-0.515, -0.531, -0.002], [-2.755, 1.547, 0.572], [1.888, -1.297, 0.077], [1.688, 0.014, -0.401], [0.349, 0.371, -0.410], [0.105, 1.379, -0.807], [2.686, -1.953, 0.392], [-3.202, 1.479, 1.602], [2.239, 0.743, -1.002]],
  "mulliken_charge": [0.04, 0.10, -0.33, -0.42, -0.18, -0.57, 0.18, 0.30, 0.38, 0.22, 0.28],
  "e_lumo_ev": 0.004,
  "orbital_gap_ev": 7.695,
  "homo_ev": -7.69
}

Version Q
{
  "formula": "C3H4N2S2",
  "method": "ωB97M-V/def2-TZVPD",
  "symbols": ["S", "S", "N", "N", "C", "C", "C", "H", "H", "H", "H"],
  "xyz": [[-2.246, 0.147, -0.759], [1.544, 0.157, -1.385], [-0.573, 1.198, 0.955], [-0.072, -2.980, -0.967], [0.440, -0.595, -0.088], [-0.833, 0.190, 0.138], [0.245, -1.929, -0.656], [1.589, 1.421, -0.916], [0.185, 1.133, 1.638], [1.067, -0.558, 0.832], [-1.346, 1.817, 1.208]],
  "mulliken_charge": [-0.28, -0.20, -0.36, -0.33, 0.28, 0.17, -0.21, 0.15, 0.22, 0.31, 0.25],
  "smiles": "N#C[C@@H](S)C(N)=S",
  "e_lumo_ev": -0.313,
  "orbital_gap_ev": 8.648,
  "homo_ev": -8.96
}

Version R
{
  "formula": "C3H4N2S2",
  "method": "ωB97M-V/def2-TZVPD",
  "symbols": ["S", "S", "N", "N", "C", "C", "C", "H", "H", "H", "H"],
  "xyz": [[-0.889, 1.893, -1.309], [0.776, 1.777, 1.374], [0.250, -0.773, 0.325], [2.504, -0.969, -0.568], [1.398, -0.916, -0.218], [-0.059, 1.639, -0.020], [-0.956, -1.335, -0.179], [-1.185, -2.237, 0.401], [-1.776, -0.627, -0.013], [-0.922, -1.596, -1.242], [0.859, 3.143, 1.450]],
  "mulliken_charge": [-0.14, -0.06, -0.51, -0.56, 0.57, 0.45, -0.83, 0.31, 0.29, 0.31, 0.17],
  "e_lumo_ev": -1.679,
  "orbital_gap_ev": 6.327,
  "homo_ev": -8.01
}

Each structure's energy above the most stable one, in eV: version P 2.291; version Q 0.000; version R 3.033.